DFT (the ωB97M-V functional and the def2-TZVPD basis) results for C25H33BrFeN3O5S as an isolated structure.

## Properties
2S+1 = 6
DFT total energy = -156422.5402 eV
charge = +2
highest occupied orbital energy (spin up / spin down) = -0.5018 / -0.5138 hartree
gap between HOMO and LUMO (spin up / spin down) = 7.40 / 6.55 eV

Cartesian coordinates (Å):
Fe -2.018 0.150 0.990
O -3.060 4.261 0.309
C -2.856 3.025 0.705
O -2.305 2.157 0.062
C -3.388 2.722 2.071
C -4.122 3.589 2.861
C -4.554 3.122 4.094
C -4.233 1.827 4.484
C -3.486 1.045 3.621
N -3.079 1.490 2.440
C -3.060 -0.387 3.822
O -3.176 -0.972 4.997
O -2.600 -0.984 2.878
H -2.702 4.379 -0.589
H -4.352 4.588 2.516
H -5.141 3.757 4.745
H -4.589 1.450 5.435
H -3.523 -0.383 5.682
C 5.559 -0.707 2.042
C 5.235 0.451 1.080
C 6.091 0.303 -0.178
C 5.566 1.790 1.759
C 3.749 0.404 0.779
C 2.823 0.574 1.856
C 1.506 0.462 1.604
Br 0.238 0.632 2.983
C 0.977 0.151 0.280
O -0.246 -0.092 0.123
C 1.913 0.090 -0.831
C 3.250 0.194 -0.515
C 1.520 -0.100 -2.298
C 2.161 1.033 -3.121
C 2.078 -1.455 -2.767
C 0.015 -0.076 -2.591
H 6.625 -0.688 2.274
H 5.328 -1.674 1.593
H 5.013 -0.625 2.983
H 7.144 0.334 0.106
H 5.920 1.116 -0.888
H 5.918 -0.650 -0.683
H 6.642 1.841 1.935
H 5.071 1.899 2.725
H 5.287 2.637 1.130
H 3.177 0.778 2.857
H 3.965 0.112 -1.318
H 3.248 1.046 -3.053
H 1.789 2.010 -2.802
H 1.902 0.899 -4.173
H 3.164 -1.505 -2.682
H 1.820 -1.609 -3.817
H 1.655 -2.278 -2.186
H -0.464 0.838 -2.238
H -0.510 -0.927 -2.156
H -0.107 -0.119 -3.675
C -5.247 -1.753 -2.763
N -3.990 -2.436 -2.489
C -3.500 -3.541 -3.332
C -2.115 -3.857 -2.734
N -2.131 -3.038 -1.515
C -3.196 -2.241 -1.449
S -3.550 -1.187 -0.152
H -5.384 -1.706 -3.841
H -5.209 -0.745 -2.362
H -6.087 -2.287 -2.319
H -3.446 -3.219 -4.369
H -4.183 -4.387 -3.266
H -1.302 -3.554 -3.391
H -2.001 -4.910 -2.493
H -1.440 -3.068 -0.788

Forces on atoms 1 to 2 (eV/Å):
Fe -0.050 0.098 0.512
O 0.110 -0.241 -0.117

DFT (the ωB97M-V functional and the def2-TZVPD basis) results for one molecule with the formula C7H9N at a distorted geometry.

## Properties
2S+1 = 1
DFT total energy = -8889.2306 eV
highest occupied orbital energy = -0.2825 hartree
gap between HOMO and LUMO = 7.88 eV

Cartesian coordinates (Å):
C -0.173 0.512 0.923
C 0.769 1.402 0.266
C 1.739 0.660 -0.413
C 1.904 -0.720 -0.358
C 1.036 -1.435 0.429
C -1.667 0.512 -0.246
C -2.053 -0.746 -0.587
H -1.129 0.873 1.294
H 0.538 2.564 0.414
H 2.339 1.435 -0.963
H 2.906 -1.195 -0.717
H 1.176 -2.518 0.606
H -2.220 1.210 0.482
H -0.887 0.978 -0.799
H -2.802 -1.338 -0.114
H -1.435 -1.397 -1.160
N -0.039 -0.796 0.943

Forces on atoms 1 to 2 (eV/Å):
C 3.451 0.469 0.993
C -1.091 -0.926 2.553

DFT (the ωB97M-V functional and the def2-TZVPD basis) results for an isolated ion of composition C3HN4 and charge +1 at a distorted geometry.

## Properties
2S+1 = 1
DFT total energy = -9071.1450 eV
SMILES string = N#CC#[N+]NC#N
charge = +1
highest occupied orbital energy (spin up / spin down) = -0.5850 / -0.5827 hartree
gap between HOMO and LUMO (spin up / spin down) = 6.98 / 7.00 eV

Cartesian coordinates (Å):
C 1.174 0.439 0.187
C -1.634 -1.133 0.062
C 2.532 0.536 0.092
N -1.912 -2.197 0.366
N 3.689 0.615 0.061
N -1.368 0.162 -0.149
N -0.227 0.727 -0.239
H -2.253 0.852 -0.381

Forces on atoms 1 to 2 (eV/Å):
C -9.213 1.732 -1.937
C 0.298 0.069 0.268

DFT (the ωB97M-V functional and the def2-TZVPD basis) results for C60H65N5O2PS3SbV as an isolated structure.

## Properties
2S+1 = 2
DFT total energy = -148827.9784 eV
charge = +2
highest occupied orbital energy (spin up / spin down) = -0.4296 / -0.4296 hartree
gap between HOMO and LUMO (spin up / spin down) = 6.52 / 6.82 eV

Cartesian coordinates (Å):
V 0.396 0.345 -0.475
O -1.078 0.361 1.146
C -0.919 1.412 0.577
C -1.737 2.617 0.520
C -2.339 3.263 1.593
C -3.184 4.324 1.319
C -3.430 4.711 0.003
C -2.824 4.061 -1.061
C -1.954 3.011 -0.799
P -0.945 2.079 -1.988
C 0.182 3.429 -2.476
C 0.992 3.941 -1.464
C 1.869 4.980 -1.715
C 1.947 5.532 -2.988
C 1.134 5.040 -3.996
C 0.254 3.995 -3.744
C -1.910 1.734 -3.519
C -1.034 0.970 -4.460
C -1.105 -0.330 -4.755
C -2.007 -1.367 -4.277
C -2.972 -1.317 -3.357
C -3.503 -0.131 -2.604
H -2.143 2.943 2.608
H -3.663 4.857 2.129
H -4.099 5.540 -0.189
H -3.014 4.391 -2.076
H 0.953 3.540 -0.459
H 2.482 5.363 -0.909
H 2.626 6.350 -3.186
H 1.171 5.474 -4.987
H -0.357 3.642 -4.563
H -0.247 1.536 -4.944
H -0.377 -0.681 -5.479
H -1.840 -2.335 -4.735
H -3.501 -2.244 -3.171
H -4.592 -0.304 -2.557
C -4.055 0.641 -0.405
N -3.023 -0.027 -1.206
C -3.327 1.184 -3.349
C -2.776 -1.331 -0.580
C -1.533 -2.074 -0.993
C -1.666 -3.427 -1.291
C -0.564 -4.229 -1.540
C 0.706 -3.678 -1.490
C 0.844 -2.327 -1.219
C -0.256 -1.509 -0.975
H -4.976 0.041 -0.367
H -4.301 1.617 -0.817
H -3.696 0.783 0.614
H -3.721 1.047 -4.359
H -2.039 2.745 -3.924
H -3.948 1.953 -2.886
H -3.647 -1.993 -0.711
H -2.697 -1.153 0.495
H -2.660 -3.860 -1.317
H -0.697 -5.280 -1.762
H 1.583 -4.290 -1.659
H 1.849 -1.917 -1.171
C 1.184 -0.296 3.263
C 1.969 -0.610 2.043
O 1.648 -0.154 0.938
C 3.123 -1.522 2.114
C 4.144 -1.407 1.169
C 5.240 -2.247 1.247
C 5.299 -3.223 2.233
C 4.275 -3.353 3.161
C 3.194 -2.489 3.118
H 0.629 0.628 3.143
H 1.803 -0.282 4.157
H 0.479 -1.140 3.336
H 4.080 -0.630 0.416
H 6.059 -2.136 0.547
H 6.154 -3.884 2.285
H 4.324 -4.122 3.919
H 2.390 -2.588 3.834
C -2.058 -2.046 5.525
C -2.706 -1.622 4.218
N -3.172 -2.751 3.424
C -2.396 -3.450 2.577
S -0.780 -3.086 2.280
N -2.969 -4.472 1.916
C -4.331 -4.955 2.075
C -4.523 -5.858 3.285
H -1.735 -1.173 6.094
H -1.190 -2.675 5.328
H -2.756 -2.607 6.147
H -2.007 -1.062 3.598
H -3.572 -0.982 4.399
H -4.074 -3.132 3.664
H -2.322 -4.997 1.352
H -4.584 -5.494 1.162
H -5.009 -4.096 2.103
H -3.895 -6.744 3.204
H -5.561 -6.181 3.359
H -4.260 -5.355 4.217
N 4.115 3.137 3.071
C 2.871 3.642 3.064
N 2.592 4.610 3.944
S 1.706 3.073 1.994
H 4.830 3.466 3.699
H 4.343 2.422 2.405
H 3.278 4.987 4.577
H 1.673 5.011 3.934
S 1.866 0.830 -2.275
Sb 3.886 -0.094 -2.864
C 5.310 0.540 -1.460
C 4.985 1.660 -0.697
C 5.898 2.154 0.224
C 7.126 1.530 0.391
C 7.451 0.416 -0.371
C 6.547 -0.077 -1.299
C 3.856 -2.150 -3.220
C 4.686 -3.064 -2.582
C 4.635 -4.404 -2.935
C 3.761 -4.828 -3.926
C 2.925 -3.918 -4.557
C 2.967 -2.580 -4.204
C 4.226 0.838 -4.699
C 4.781 0.134 -5.760
C 4.992 0.775 -6.972
C 4.649 2.111 -7.117
C 4.095 2.812 -6.054
C 3.878 2.179 -4.841
H 4.019 2.143 -0.807
H 5.650 3.036 0.801
H 7.840 1.919 1.106
H 8.414 -0.063 -0.251
H 6.832 -0.926 -1.912
H 5.368 -2.746 -1.801
H 5.282 -5.116 -2.440
H 3.730 -5.873 -4.204
H 2.235 -4.252 -5.321
H 2.300 -1.878 -4.694
H 5.049 -0.912 -5.656
H 5.423 0.231 -7.802
H 4.815 2.609 -8.063
H 3.831 3.855 -6.169
H 3.429 2.730 -4.022

Forces on atoms 1 to 2 (eV/Å):
V -0.810 -0.242 -0.378
O 0.160 -0.251 0.322

DFT (the ωB97M-V functional and the def2-TZVPD basis) results for C49H67BN11O2P2Rb as an isolated structure.

## Properties
2S+1 = 1
DFT total energy = -92298.7735 eV
charge = -2
highest occupied orbital energy = -0.0600 hartree
gap between HOMO and LUMO = 5.05 eV

Cartesian coordinates (Å):
Rb -1.150 -0.633 -1.015
C -2.735 -4.436 2.224
C -2.193 -3.163 1.975
N -2.673 -2.650 0.849
N -3.525 -3.565 0.354
C -3.584 -4.644 1.157
B -4.309 -3.382 -0.973
N -3.422 -3.674 -2.196
C -3.646 -4.601 -3.149
C -2.611 -4.542 -4.058
C -1.784 -3.520 -3.557
N -2.281 -3.008 -2.442
N -4.947 -1.979 -1.045
C -6.217 -1.684 -0.704
C -6.401 -0.326 -0.854
C -5.149 0.129 -1.305
N -4.284 -0.868 -1.413
H -2.541 -5.097 3.053
H -1.480 -2.598 2.557
H -4.225 -5.473 0.908
H -5.205 -4.201 -0.968
H -4.522 -5.228 -3.105
H -2.475 -5.140 -4.943
H -0.858 -3.130 -3.952
H -6.890 -2.463 -0.384
H -7.295 0.245 -0.668
H -4.837 1.133 -1.550
N 0.738 -1.195 2.049
C 1.954 -1.540 1.305
C 3.135 -1.775 2.263
C 2.780 -2.239 3.677
C 2.060 -3.583 3.726
N 2.794 -4.600 2.991
C 3.692 -5.294 3.554
N 4.171 -5.152 4.852
N 4.316 -6.336 2.868
C 1.612 -2.635 0.285
O 2.029 -3.894 0.445
O 0.997 -2.323 -0.703
H 0.838 -0.243 2.388
H -0.039 -1.091 1.403
H 2.251 -0.722 0.640
H 3.663 -0.821 2.355
H 3.851 -2.463 1.806
H 2.142 -1.496 4.157
H 3.709 -2.299 4.257
H 1.084 -3.467 3.253
H 1.866 -3.876 4.769
H 2.392 -4.097 1.340
H 3.647 -4.505 5.420
H 4.356 -6.027 5.317
H 4.024 -6.354 1.901
H 5.322 -6.329 2.962
C 6.641 -0.605 -5.979
C 5.601 -1.484 -6.235
C 4.375 -1.314 -5.599
C 4.156 -0.264 -4.711
C 5.216 0.613 -4.468
C 6.444 0.446 -5.090
P 2.454 -0.121 -3.958
C 3.006 0.542 -2.326
C 4.031 -0.146 -1.669
C 4.488 0.261 -0.424
C 3.898 1.348 0.211
C 2.860 2.019 -0.416
C 2.425 1.629 -1.679
C 1.881 1.335 -4.925
C 2.570 1.937 -5.951
C 1.973 2.994 -6.675
C 0.721 3.439 -6.352
C -0.009 2.844 -5.293
C -1.279 3.316 -4.884
C -1.893 2.730 -3.809
C -1.292 1.639 -3.140
C -0.075 1.079 -3.493
C 0.564 1.753 -4.580
H 7.601 -0.737 -6.465
H 5.742 -2.310 -6.923
H 3.565 -2.010 -5.791
H 5.071 1.439 -3.782
H 7.251 1.141 -4.884
H 4.486 -1.008 -2.145
H 5.288 -0.288 0.060
H 4.230 1.654 1.197
H 2.368 2.846 0.080
H 1.603 2.151 -2.149
H 3.566 1.616 -6.223
H 2.524 3.459 -7.486
H 0.274 4.267 -6.896
H -1.735 4.148 -5.414
H -2.852 3.109 -3.466
H -1.815 1.252 -2.267
C -2.541 5.122 2.252
C -1.763 4.090 1.432
C -2.395 3.960 0.037
C -0.351 4.636 1.177
P -1.574 2.289 2.108
N -1.120 1.332 1.014
C -0.330 2.443 3.599
C -0.457 1.179 4.463
C 1.074 2.405 2.971
C -0.434 3.649 4.538
C -3.272 1.834 2.892
C -4.353 2.085 1.832
C -3.697 2.533 4.187
C -3.269 0.313 3.103
H -2.494 6.095 1.744
H -2.133 5.259 3.255
H -3.595 4.864 2.350
H -2.248 4.896 -0.515
H -3.464 3.761 0.072
H -1.910 3.146 -0.504
H -0.424 5.536 0.556
H 0.243 3.896 0.637
H 0.171 4.914 2.092
H -0.489 0.276 3.855
H -1.347 1.192 5.090
H 0.411 1.114 5.132
H 1.052 1.782 2.071
H 1.798 2.002 3.691
H 1.425 3.393 2.676
H -1.415 3.727 5.008
H -0.226 4.591 4.031
H 0.307 3.545 5.343
H -4.569 3.143 1.689
H -5.282 1.598 2.149
H -4.057 1.647 0.878
H -3.709 3.620 4.094
H -3.059 2.274 5.031
H -4.715 2.214 4.444
H -2.892 -0.190 2.211
H -4.296 -0.027 3.283
H -2.667 -0.001 3.954

Forces on atoms 1 to 2 (eV/Å):
Rb -0.154 -0.159 -0.035
C -0.002 -0.003 -0.009

DFT (the ωB97M-V functional and the def2-TZVPD basis) results for one molecule with the formula C6H10N2Si at a distorted geometry.

## Properties
2S+1 = 1
DFT total energy = -17239.8575 eV
SMILES string = [SiH3]NNc1ccccc1
highest occupied orbital energy = -0.2851 hartree
gap between HOMO and LUMO = 8.72 eV

Cartesian coordinates (Å):
C 0.093 -1.339 2.720
C 0.811 -1.902 1.707
C -0.493 -0.110 2.453
C 1.122 -1.230 0.545
C -0.243 0.607 1.289
C 0.495 -0.029 0.212
N 0.836 0.774 -0.924
N -0.300 1.386 -1.433
Si -0.805 1.091 -3.039
H -0.255 -1.961 3.509
H 1.154 -2.930 1.671
H -1.095 0.395 3.161
H 1.616 -1.727 -0.194
H -0.767 1.539 1.266
H 1.433 0.413 -1.689
H -0.881 1.869 -0.751
H -2.332 0.785 -3.065
H 0.249 0.173 -3.483
H -0.638 2.195 -3.957

Forces on atoms 1 to 2 (eV/Å):
C -1.122 -0.193 -0.698
C 1.053 -0.814 -0.600